# C41H62FI2N3O22S

A 7-piece molecular cluster, C41H62FI2N3O22S overall in a non-equilibrium geometry (the ωB97M-V functional and the def2-TZVPD basis, the Open Molecules 2025 dataset).

For the HOMO energy, the calculation gives -9.06 eV. As for the spin multiplicity: 1. The total charge is 0. The SMILES is C/C(I)=C(\I)c1nc2c(S)c(CCOC=O)c(O)c(N=C=O)c2nc1[C@@H](C)F.CCOC(=O)OC.CCOC(=O)OC.CCOC(=O)OC.CCOC(=O)OC.CCOC(=O)OC.CCOC(=O)OC. The value obtained for the gap between HOMO and LUMO is 8.19 eV. The LUMO energy comes out at -0.032 Eh.

```
132
C41H62FI2N3O22S, DFT the ωB97M-V functional and the def2-TZVPD basis
C 2.442 -2.799 9.004
C 1.826 -1.467 8.572
I 1.534 -0.039 10.154
C 1.447 -1.149 7.327
I 1.703 -2.555 5.752
C 0.804 0.223 7.134
N -0.487 0.265 7.334
C -1.039 1.502 7.209
C -2.469 1.624 7.474
S -3.366 0.111 7.917
C -3.121 2.850 7.403
C -4.607 3.021 7.725
C -4.767 3.126 9.285
O -4.835 1.845 9.930
C -3.787 1.614 10.770
O -3.804 0.736 11.583
C -2.337 4.006 7.009
O -2.929 5.246 6.920
C -0.985 3.904 6.749
N -0.277 5.113 6.389
C 0.267 5.627 7.363
O 0.807 6.029 8.319
C -0.260 2.615 6.846
N 1.114 2.631 6.617
C 1.577 1.415 6.800
C 3.117 1.255 6.645
C 3.539 0.377 5.448
F 3.652 2.543 6.460
H 2.126 -3.652 8.386
H 2.064 -3.008 10.025
H 3.535 -2.672 9.075
H -3.548 -0.458 6.690
H -4.958 3.997 7.345
H -5.221 2.180 7.373
H -5.720 3.640 9.525
H -3.968 3.732 9.748
H -2.876 2.261 10.735
H -2.999 5.493 5.987
H 3.494 0.916 7.627
H 4.013 -0.533 5.866
H 4.342 0.881 4.881
H 2.706 0.063 4.802
C 1.943 -0.196 -0.486
C 0.488 -0.140 -0.070
O 0.337 0.466 1.221
C 0.419 1.797 1.244
O 0.592 2.515 0.295
O 0.294 2.197 2.512
C 0.451 3.605 2.698
H 2.543 -0.685 0.284
H 2.054 -0.742 -1.424
H 2.353 0.805 -0.622
H 0.094 -1.152 0.018
H -0.122 0.381 -0.810
H -0.211 4.169 2.043
H 1.489 3.893 2.528
H 0.193 3.837 3.730
C 8.911 4.349 11.010
C 7.923 3.315 11.511
O 6.572 3.730 11.277
C 6.134 3.579 10.024
O 6.761 3.122 9.104
O 4.884 4.037 9.966
C 4.316 4.016 8.649
H 8.689 5.328 11.437
H 9.931 4.068 11.277
H 8.857 4.452 9.926
H 8.027 3.203 12.590
H 8.106 2.336 11.065
H 4.396 3.038 8.205
H 4.806 4.762 8.023
H 3.263 4.273 8.741
C -0.214 -0.086 -7.027
C 1.138 -0.750 -6.871
O 1.256 -1.397 -5.596
C 0.638 -2.574 -5.490
O 0.016 -3.132 -6.355
O 0.815 -3.022 -4.243
C 0.126 -4.241 -3.963
H -0.408 0.587 -6.190
H -0.260 0.481 -7.957
H -1.017 -0.824 -7.037
H 1.921 0.007 -6.907
H 1.334 -1.457 -7.680
H 0.367 -5.010 -4.696
H -0.949 -4.064 -3.934
H 0.451 -4.581 -2.982
C -3.609 -2.851 -10.181
C -4.270 -2.151 -11.350
O -5.354 -1.317 -10.911
C -4.996 -0.143 -10.379
O -3.873 0.264 -10.251
O -6.105 0.496 -9.991
C -5.858 1.733 -9.320
H -4.352 -3.393 -9.592
H -2.852 -3.553 -10.531
H -3.129 -2.135 -9.512
H -4.705 -2.892 -12.019
H -3.551 -1.571 -11.930
H -5.216 2.383 -9.912
H -5.414 1.545 -8.343
H -6.818 2.225 -9.180
C 4.911 -3.113 -6.605
C 4.771 -1.676 -7.062
O 5.925 -0.904 -6.702
C 6.994 -1.074 -7.480
O 7.066 -1.793 -8.442
O 7.983 -0.318 -6.996
C 9.223 -0.471 -7.688
H 5.135 -3.155 -5.538
H 3.992 -3.669 -6.797
H 5.729 -3.613 -7.124
H 3.923 -1.217 -6.556
H 4.584 -1.611 -8.135
H 9.099 -0.320 -8.759
H 9.642 -1.457 -7.488
H 9.905 0.285 -7.306
C -9.595 -7.037 -9.685
C -8.185 -6.825 -9.173
O -7.583 -5.668 -9.767
C -7.970 -4.495 -9.259
O -8.753 -4.335 -8.359
O -7.350 -3.527 -9.937
C -7.737 -2.202 -9.557
H -9.605 -7.067 -10.776
H -10.008 -7.969 -9.300
H -10.250 -6.220 -9.381
H -7.563 -7.674 -9.455
H -8.160 -6.753 -8.085
H -7.638 -2.052 -8.482
H -8.762 -2.007 -9.876
H -7.077 -1.511 -10.064
```


# C41H63N3O3PtSi

C41H63N3O3PtSi as an isolated structure in a non-equilibrium geometry (the ωB97M-V functional and the def2-TZVPD basis, the Open Molecules 2025 dataset).

For the HOMO energy (alpha / beta), the calculation gives -6.27 / -6.52 eV. As for the spin multiplicity: 1. The total charge is 0. The value obtained for the gap between HOMO and LUMO (alpha / beta) is 4.01 / 4.42 eV. The LUMO energy (alpha / beta) comes out at -0.083 / -0.077 Eh.

```
112
C41H63N3O3PtSi, DFT the ωB97M-V functional and the def2-TZVPD basis
Pt -1.067 0.194 0.047
C 5.541 -2.421 0.974
C 4.806 -2.777 -0.328
C 5.109 -4.228 -0.718
C 5.344 -1.883 -1.454
C 3.316 -2.544 -0.113
C 2.822 -1.258 -0.140
C 1.471 -1.019 0.112
N 0.871 0.192 0.230
C 1.445 1.420 0.377
C 2.745 1.691 0.804
C 3.216 2.989 0.847
C 2.358 4.017 0.446
C 1.036 3.812 0.086
C 0.537 2.494 0.106
O -0.721 2.200 -0.115
C 0.125 4.956 -0.330
C -1.104 4.993 0.587
C 0.818 6.320 -0.273
C -0.329 4.719 -1.778
C 4.647 3.230 1.306
C 5.035 4.711 1.286
C 4.823 2.719 2.744
C 5.602 2.466 0.376
C 0.539 -2.099 0.250
O -0.729 -1.802 0.340
C 1.055 -3.412 0.327
C 2.420 -3.586 0.169
C 0.094 -4.574 0.531
C -0.884 -4.603 -0.652
C -0.685 -4.361 1.835
C 0.806 -5.927 0.612
H 6.614 -2.550 0.850
H 5.203 -3.053 1.792
H 5.347 -1.385 1.242
H 6.162 -4.327 -0.977
H 4.514 -4.509 -1.585
H 4.903 -4.919 0.096
H 6.368 -2.169 -1.686
H 5.353 -0.835 -1.173
H 4.740 -1.998 -2.350
H 3.444 -0.422 -0.409
H 3.362 0.880 1.152
H 2.734 5.023 0.435
H -0.807 5.144 1.623
H -1.644 4.053 0.518
H -1.768 5.803 0.289
H 1.151 6.562 0.734
H 0.113 7.084 -0.591
H 1.672 6.353 -0.947
H -0.853 3.771 -1.864
H 0.528 4.702 -2.450
H -1.003 5.515 -2.091
H 4.391 5.289 1.945
H 4.978 5.120 0.280
H 6.061 4.814 1.636
H 4.170 3.264 3.423
H 5.853 2.862 3.068
H 4.587 1.662 2.824
H 5.461 2.779 -0.657
H 5.429 1.395 0.435
H 6.636 2.656 0.656
H 2.812 -4.584 0.234
H -1.498 -3.706 -0.652
H -1.529 -5.478 -0.584
H -0.330 -4.652 -1.587
H -1.179 -3.394 1.818
H -0.015 -4.398 2.693
H -1.439 -5.138 1.950
H 1.321 -6.160 -0.317
H 0.068 -6.706 0.793
H 1.519 -5.945 1.433
C -4.942 -0.514 1.624
Si -3.753 0.963 1.353
C -4.678 2.613 1.658
C -2.417 0.805 2.715
N -2.956 0.714 -0.171
C -3.085 1.283 -1.395
C -3.733 2.506 -1.646
C -3.701 3.080 -2.901
C -3.058 2.451 -3.957
C -2.444 1.223 -3.744
C -2.457 0.646 -2.493
H -5.481 -0.408 2.560
H -4.359 -1.427 1.668
H -5.668 -0.626 0.827
H -4.970 2.683 2.701
H -5.586 2.706 1.069
H -4.045 3.470 1.449
H -2.868 0.806 3.703
H -1.696 1.617 2.684
H -1.877 -0.136 2.611
H -4.216 3.021 -0.835
H -4.173 4.040 -3.056
H -3.042 2.903 -4.935
H -1.950 0.720 -4.564
H -2.006 -0.330 -2.324
C -6.132 -4.162 -1.204
N -4.919 -3.601 -0.654
C -4.351 -4.291 0.484
C -4.300 -2.499 -1.148
C -4.980 -1.837 -2.327
O -3.262 -2.078 -0.674
H -6.413 -5.032 -0.614
H -5.999 -4.486 -2.240
H -6.959 -3.447 -1.169
H -5.103 -4.380 1.271
H -3.495 -3.725 0.844
H -4.015 -5.289 0.200
H -6.052 -1.752 -2.179
H -4.792 -2.413 -3.230
H -4.554 -0.847 -2.458
```


# C41H63OP2SSiV

C41H63OP2SSiV as an isolated structure in a non-equilibrium geometry (the ωB97M-V functional and the def2-TZVPD basis, the Open Molecules 2025 dataset).

For the HOMO energy (alpha / beta), the calculation gives -10.20 / -9.68 eV. The expectation value of S² is 3.782. As for the spin multiplicity: 4. The total charge is +1. The value obtained for the gap between HOMO and LUMO (alpha / beta) is 8.20 / 7.56 eV. The LUMO energy (alpha / beta) comes out at -0.073 / -0.078 Eh.

```
110
C41H63OP2SSiV, DFT the ωB97M-V functional and the def2-TZVPD basis
V 0.400 -0.752 0.779
C 0.722 2.084 3.354
Si 0.365 1.565 1.576
C 1.742 2.435 0.591
C 2.371 3.622 0.997
C 3.507 4.100 0.359
C 4.062 3.387 -0.697
C 3.458 2.220 -1.136
C 2.300 1.752 -0.509
P 1.326 0.345 -1.154
C 2.522 -0.708 -2.070
C 2.029 -2.164 -2.155
C 3.123 -3.046 -2.755
C 3.495 -2.620 -4.196
C 2.906 -1.256 -4.560
C 3.089 -0.225 -3.443
C 0.118 1.166 -2.304
C 0.542 2.516 -2.900
C -0.610 3.143 -3.685
C -1.101 2.213 -4.790
C -1.528 0.868 -4.208
C -0.391 0.229 -3.410
C -1.349 2.279 1.223
C -1.661 3.647 1.254
C -2.966 4.095 1.118
C -4.004 3.177 0.970
C -3.725 1.821 0.935
C -2.405 1.370 1.032
P -1.993 -0.413 0.933
C -3.265 -1.195 -0.138
C -2.846 -2.648 -0.432
C -3.884 -3.381 -1.281
C -4.163 -2.636 -2.583
C -4.550 -1.186 -2.315
C -3.496 -0.474 -1.469
C -2.386 -1.222 2.555
C -1.087 -1.586 3.314
C -1.361 -1.747 4.807
C -1.794 -0.406 5.418
C -2.692 0.415 4.460
C -3.395 -0.487 3.449
H 0.191 3.004 3.629
H 1.795 2.274 3.475
H 0.435 1.322 4.083
H 1.980 4.173 1.848
H 3.972 5.020 0.692
H 4.960 3.746 -1.186
H 3.887 1.687 -1.974
H 3.345 -0.727 -1.348
H 1.117 -2.224 -2.756
H 1.774 -2.532 -1.157
H 2.819 -4.092 -2.731
H 3.999 -2.971 -2.102
H 3.145 -3.365 -4.912
H 4.581 -2.587 -4.303
H 1.846 -1.376 -4.791
H 3.366 -0.878 -5.475
H 2.665 0.729 -3.743
H 4.163 -0.047 -3.331
H -0.723 1.378 -1.631
H 1.393 2.378 -3.575
H 0.876 3.193 -2.112
H -0.298 4.106 -4.093
H -1.438 3.350 -2.993
H -0.287 2.052 -5.508
H -1.921 2.670 -5.347
H -1.856 0.189 -4.997
H -2.390 1.025 -3.548
H 0.434 0.022 -4.094
H -0.696 -0.737 -3.004
H -0.867 4.378 1.392
H -3.185 5.157 1.142
H -5.028 3.520 0.877
H -4.543 1.118 0.816
H -4.203 -1.214 0.434
H -2.661 -3.206 0.488
H -1.894 -2.624 -0.979
H -4.813 -3.475 -0.706
H -3.541 -4.397 -1.484
H -4.941 -3.145 -3.155
H -3.258 -2.654 -3.206
H -5.511 -1.157 -1.786
H -4.697 -0.645 -3.252
H -3.762 0.572 -1.323
H -2.551 -0.473 -2.020
H -2.828 -2.164 2.232
H -0.321 -0.799 3.179
H -0.678 -2.515 2.895
H -0.486 -2.142 5.329
H -2.148 -2.497 4.930
H -0.903 0.173 5.665
H -2.305 -0.584 6.366
H -2.096 1.168 3.929
H -3.437 0.969 5.031
H -4.109 0.080 2.848
H -3.989 -1.231 3.989
O 2.281 -1.621 1.125
S 2.773 -0.826 2.400
C 2.610 -1.941 3.822
C 4.001 -2.505 4.128
C 4.981 -1.388 3.774
C 4.567 -0.915 2.383
H 1.863 -2.676 3.524
H 2.206 -1.343 4.640
H 4.191 -3.380 3.506
H 4.078 -2.816 5.168
H 6.020 -1.711 3.776
H 4.897 -0.569 4.493
H 4.773 -1.658 1.607
H 4.953 0.056 2.078
```